Formula: C15H27F6N3O2RbTa
Source: OMol25
Level of theory: the ωB97M-V functional and the def2-TZVPD basis

The geometry in XYZ format:
```
55
C15H27F6N3O2RbTa, DFT the ωB97M-V functional and the def2-TZVPD basis
N -0.71779 1.82916 -0.11939
C -1.10237 2.98712 -0.22047
O -1.21834 4.14632 -0.47342
Rb -0.11038 2.01604 -3.43339
Ta 0.21844 0.11526 0.08381
N 1.92975 0.49766 -0.81954
N -0.74216 -1.20202 -1.03367
C 2.89342 1.54286 -0.30528
C -2.08914 -1.55583 -1.54511
C 2.89476 2.70616 -1.30066
C 4.30024 0.94020 -0.16564
C 2.44505 2.04483 1.06331
C -1.99284 -2.37642 -2.84453
C -2.80627 -2.42198 -0.49775
C -2.88067 -0.28433 -1.82474
H 3.10749 2.35464 -2.32206
H 3.69044 3.40495 -1.00308
H 1.93055 3.24599 -1.30309
H 4.28139 0.04001 0.46813
H 4.96299 1.68520 0.30277
H 4.73003 0.68015 -1.14268
H 1.42872 2.46951 1.05589
H 3.11889 2.85776 1.36968
H 2.51444 1.26718 1.83823
H -1.42463 -1.85641 -3.63189
H -3.01606 -2.53853 -3.21031
H -1.55448 -3.37042 -2.67462
H -2.23829 -3.34205 -0.29687
H -3.78561 -2.70648 -0.90990
H -2.96262 -1.88778 0.44936
H -2.95486 0.40559 -0.97108
H -3.89919 -0.59710 -2.09224
H -2.47924 0.26878 -2.69371
C 0.21960 -2.35535 -0.99487
H 1.16954 -2.13173 -0.44047
H -0.22375 -3.25569 -0.52401
H 0.49130 -2.60871 -2.03911
C 2.44361 -0.27014 -1.99516
H 3.20410 -1.00876 -1.65539
H 1.63747 -0.83083 -2.51031
H 2.87770 0.42833 -2.74770
C -2.29463 0.44828 2.10998
C -1.03919 0.01106 2.81156
O 0.16691 0.16098 1.98075
C -0.89829 0.78775 4.17754
F -1.98290 0.50966 4.97000
F 0.22021 0.48608 4.84443
F -0.88785 2.13695 3.97539
C -0.98202 -1.51013 3.09046
F -2.01178 -2.08073 3.75025
F -0.90361 -2.16154 1.87054
F 0.16157 -1.80056 3.73998
H -2.31980 1.53508 2.04479
H -3.17374 0.09451 2.66167
H -2.34616 0.04948 1.08360
```

As for the total charge: +2. The HOMO energy is -16.2 eV. Its maximum force is 3.371 eV/A. The value obtained for the LUMO energy is -0.269 hartree.